1.
This record from OMol25 describes a structure of composition C34H26ClCrF3N8O5S. The level of theory is the ωB97M-V functional and the def2-TZVPD basis.

```
79
Properties=species:S:1:pos:R:3:forces:R:3
Cr 0.366 0.925 -1.006 -0.030 0.121 -0.404
Cl -3.980 6.561 -1.822 0.011 0.008 0.016
C -3.200 5.022 -1.661 0.049 -0.010 0.025
C -3.733 3.910 -2.335 0.024 0.019 0.028
C -3.142 2.678 -2.237 0.075 0.089 0.071
C -1.979 2.500 -1.461 -0.056 -0.032 -0.107
O -1.450 1.311 -1.379 0.116 0.030 0.091
C -1.454 3.622 -0.775 -0.025 0.047 0.084
C -0.339 3.519 0.097 -0.136 0.146 -0.036
N 0.369 2.454 0.300 0.135 -0.104 -0.003
C 1.484 2.500 1.163 0.045 -0.028 0.050
C 1.618 3.316 2.254 0.063 -0.018 0.018
C 2.822 3.327 2.991 -0.030 -0.031 -0.060
C 3.869 2.526 2.634 -0.027 -0.033 -0.035
C 3.743 1.644 1.534 0.037 0.062 0.032
C 4.784 0.798 1.088 -0.026 0.003 0.014
C 4.584 -0.006 0.005 -0.110 0.013 -0.025
C 3.325 -0.006 -0.623 0.098 0.018 0.043
N 2.324 0.743 -0.218 -0.030 -0.019 0.017
C 2.533 1.610 0.823 0.000 0.004 0.029
C -2.083 4.882 -0.889 -0.098 -0.038 -0.104
H -4.618 4.042 -2.941 -0.027 0.009 -0.026
H -3.539 1.825 -2.766 0.002 -0.043 -0.022
H -0.052 4.424 0.629 -0.051 0.022 -0.016
H 0.804 3.959 2.560 -0.007 0.014 0.009
H 2.910 3.989 3.840 0.004 0.019 0.035
H 4.799 2.549 3.186 0.021 0.003 0.012
H 5.734 0.810 1.606 0.037 0.000 0.015
H 5.365 -0.644 -0.379 0.034 -0.015 -0.030
H 3.149 -0.619 -1.491 -0.015 -0.063 -0.082
H -1.673 5.734 -0.363 0.010 0.046 0.019
C 0.325 -0.451 -6.108 -0.029 0.000 -0.077
N 0.515 -1.050 -4.788 0.093 0.099 -0.060
C 1.161 -2.209 -4.620 -0.004 -0.113 0.083
C 1.387 -2.721 -3.385 -0.039 0.142 -0.071
C 0.997 -1.926 -2.276 0.031 -0.280 0.000
N 0.431 -0.732 -2.423 0.142 0.254 0.276
C 0.094 -0.282 -3.697 -0.254 -0.125 0.012
O -0.551 0.719 -3.879 0.104 0.086 -0.134
N 1.208 -2.420 -1.041 0.144 0.066 0.041
H 0.502 -1.217 -6.859 0.015 0.049 -0.010
H 1.021 0.379 -6.235 -0.041 0.004 0.001
H -0.691 -0.072 -6.187 0.051 -0.031 -0.013
H 1.469 -2.720 -5.522 -0.001 -0.013 0.008
H 1.864 -3.677 -3.251 0.027 -0.044 0.010
H 1.745 -3.262 -0.935 -0.024 -0.020 -0.008
H 1.031 -1.868 -0.220 -0.013 -0.035 -0.074
F 3.837 2.964 -1.525 0.065 -0.166 0.319
C 3.515 3.262 -2.789 0.067 -0.017 -0.188
F 4.598 3.070 -3.541 -0.114 0.091 -0.014
F 3.170 4.542 -2.825 -0.032 0.045 -0.074
S 2.142 2.189 -3.395 0.143 0.218 0.065
O 1.687 2.836 -4.579 -0.049 -0.092 -0.097
O 2.728 0.873 -3.498 -0.124 -0.031 0.057
O 1.185 2.295 -2.250 -0.175 -0.279 0.105
N -3.319 -3.822 2.991 -0.001 -0.048 0.115
C -3.577 -4.494 4.170 -0.075 0.002 -0.081
C -4.546 -5.429 4.524 0.025 0.021 0.030
C -4.502 -5.891 5.821 0.002 -0.004 0.025
C -3.531 -5.444 6.738 -0.020 0.000 -0.036
C -2.578 -4.520 6.381 -0.014 -0.018 -0.029
C -2.606 -4.038 5.069 0.102 0.052 0.009
N -1.780 -3.119 4.451 -0.079 -0.065 -0.086
C -2.235 -3.022 3.231 0.098 0.136 -0.026
C -1.641 -2.127 2.236 -0.029 -0.060 0.107
C -2.161 -1.942 0.959 0.041 0.059 -0.062
C -1.536 -1.071 0.089 -0.006 -0.022 0.091
N -0.434 -0.386 0.426 0.030 -0.043 0.115
C 0.066 -0.556 1.663 -0.113 -0.060 0.060
C -0.498 -1.409 2.585 0.039 0.095 -0.099
H -3.839 -3.905 2.137 0.002 -0.010 0.000
H -5.295 -5.774 3.827 -0.038 -0.022 -0.038
H -5.234 -6.615 6.147 -0.024 -0.029 0.008
H -3.542 -5.839 7.744 -0.004 -0.015 0.034
H -1.830 -4.171 7.078 0.032 0.021 0.028
H -3.049 -2.453 0.618 -0.024 -0.023 -0.001
H -1.916 -0.891 -0.905 -0.025 0.000 -0.014
H 0.947 0.016 1.915 0.004 -0.006 0.001
H -0.073 -1.520 3.571 0.000 -0.012 0.034
```
Positions in Å, forces in eV/Å.

Output
Spin multiplicity: 4
Energy relative to the best compared isomer or geometry (same formula, charge and spin): 0.0 kcal/mol
Kohn-Sham gap (spin up / spin down): 6.88 / 6.98 eV
⟨S²⟩: 3.773
LUMO (spin up / spin down): -3.435 / -3.428 eV
Total charge: +1

=====

2.
This record from OMol25 describes a structure of composition C34H26ClN2O4PRhS2Te. The level of theory is the ωB97M-V functional and the def2-TZVPD basis.

```
72
Properties=species:S:1:pos:R:3:forces:R:3
Rh 0.752 1.026 0.417 0.300 -0.168 -0.514
O 4.180 -0.170 0.366 0.007 0.032 -0.192
C 3.470 0.490 -0.415 -0.289 0.308 0.262
O 2.377 0.065 -0.925 0.097 -0.032 0.038
C 3.872 1.923 -0.723 0.228 -0.295 -0.030
C 5.236 2.207 -0.667 -0.020 0.007 -0.017
C 5.732 3.465 -0.961 -0.021 -0.050 0.034
C 4.836 4.477 -1.290 0.002 -0.039 -0.003
C 3.478 4.216 -1.318 0.102 0.137 -0.024
C 2.967 2.944 -1.045 -0.291 -0.078 0.017
S 1.206 2.769 -1.137 0.001 0.190 0.037
H 5.892 1.396 -0.377 0.030 0.040 -0.011
H 6.797 3.656 -0.920 -0.007 0.015 -0.008
H 5.193 5.476 -1.515 0.004 -0.010 0.010
H 2.781 5.014 -1.545 -0.020 -0.030 -0.010
Cl -1.996 3.014 0.034 -0.005 -0.075 -0.042
C -3.168 1.736 0.117 0.046 0.198 0.004
C -4.446 2.075 0.532 -0.027 -0.022 0.000
C -5.425 1.099 0.611 -0.048 0.037 0.028
C -5.119 -0.207 0.268 0.083 -0.053 -0.041
C -3.833 -0.527 -0.143 -0.080 0.029 0.025
C -2.825 0.434 -0.223 -0.111 -0.318 -0.077
P -1.123 -0.049 -0.722 0.110 0.389 0.185
C -1.138 0.218 -2.523 -0.114 -0.001 -0.010
C 0.093 0.245 -3.175 0.082 0.025 -0.092
C 0.137 0.393 -4.555 0.039 -0.015 0.049
C -1.033 0.534 -5.286 -0.002 0.013 -0.047
C -2.261 0.525 -4.638 0.031 -0.005 0.028
C -2.311 0.362 -3.260 0.007 -0.007 -0.013
C -1.201 -1.859 -0.574 -0.025 -0.034 -0.042
C -1.209 -2.393 0.714 -0.004 -0.100 -0.028
C -1.206 -3.768 0.894 0.019 0.056 0.039
C -1.188 -4.615 -0.206 -0.004 -0.088 0.009
C -1.195 -4.088 -1.488 -0.001 0.017 -0.011
C -1.205 -2.712 -1.673 0.050 0.009 0.032
H -4.656 3.104 0.794 -0.011 -0.012 0.001
H -6.422 1.360 0.943 0.012 0.014 -0.007
H -5.870 -0.985 0.318 -0.014 0.028 0.016
H -3.606 -1.553 -0.396 0.014 -0.005 -0.010
H 1.017 0.181 -2.609 -0.075 -0.013 0.037
H 1.100 0.416 -5.051 -0.025 0.010 -0.024
H -0.987 0.665 -6.361 -0.012 -0.007 0.003
H -3.179 0.645 -5.200 0.008 0.001 -0.003
H -3.271 0.351 -2.758 -0.011 0.002 0.009
H -1.228 -1.726 1.568 0.020 0.042 0.024
H -1.194 -4.175 1.897 -0.002 -0.012 -0.014
H -1.158 -5.688 -0.061 0.000 0.014 -0.003
H -1.176 -4.747 -2.348 -0.002 0.005 0.014
H -1.196 -2.300 -2.675 -0.008 -0.020 -0.004
Te 2.148 -1.261 1.898 -0.030 -0.064 0.085
C 2.264 -2.954 0.710 -0.016 0.073 -0.062
C 2.145 -3.053 -0.651 0.052 -0.048 0.102
C 2.306 -4.384 -1.114 -0.024 -0.034 -0.001
C 2.536 -5.274 -0.105 -0.015 -0.066 -0.216
S 2.577 -4.490 1.408 0.013 -0.086 0.131
H 1.990 -2.181 -1.270 -0.010 0.017 -0.012
H 2.243 -4.669 -2.156 0.008 0.000 0.012
H 2.676 -6.341 -0.193 0.006 0.027 0.046
C -2.093 0.802 5.330 -0.001 0.002 0.024
N -0.962 1.227 4.526 -0.040 0.044 0.122
C 0.082 1.879 5.127 -0.069 -0.037 -0.029
C 1.175 2.251 4.454 0.070 0.068 -0.121
C 1.244 1.926 3.034 0.068 -0.135 0.145
O 2.262 2.068 2.352 -0.091 0.115 -0.022
N 0.131 1.380 2.448 -0.005 -0.072 0.396
C -0.946 0.946 3.152 -0.120 0.049 -0.313
O -1.887 0.338 2.646 0.130 0.035 0.115
H -2.549 1.658 5.831 0.011 -0.006 -0.011
H -1.780 0.074 6.082 -0.008 -0.001 -0.014
H -2.820 0.343 4.668 0.002 -0.005 -0.024
H -0.044 2.057 6.188 0.021 0.002 0.016
H 2.010 2.742 4.927 -0.012 -0.004 0.007
```
Positions in Å, forces in eV/Å.

Output
Spin multiplicity: 5
Energy relative to the best compared isomer or geometry (same formula, charge and spin): 0.0 kcal/mol
Kohn-Sham gap (spin up / spin down): 6.49 / 5.92 eV
⟨S²⟩: 6.019
LUMO (spin up / spin down): 2.394 / 1.645 eV
Total charge: -1

=====

3.
This record from OMol25 describes a structure of composition C34H26F3MnN2O2SbSe3Te. The level of theory is the ωB97M-V functional and the def2-TZVPD basis.

```
73
Properties=species:S:1:pos:R:3:forces:R:3
Mn -0.133 -0.688 2.486 -0.077 -0.001 -0.152
O 0.222 -1.401 4.394 0.200 -0.034 0.091
C 0.893 -0.897 5.349 -0.067 0.025 0.008
C 1.643 -1.736 6.232 -0.004 0.011 0.001
C 2.375 -1.227 7.272 0.002 -0.007 -0.001
C 2.425 0.154 7.528 0.010 0.000 0.013
C 1.708 0.989 6.701 -0.002 -0.002 -0.005
C 0.942 0.509 5.630 0.008 -0.009 -0.002
C 0.218 1.483 4.843 -0.021 -0.010 0.007
N -0.551 1.252 3.854 -0.028 0.067 -0.017
C -1.170 2.405 3.214 0.034 -0.005 0.016
C -1.258 2.186 1.696 -0.024 -0.055 -0.020
N -0.111 1.398 1.301 -0.049 0.044 -0.006
C 0.808 1.964 0.628 0.052 -0.040 0.015
C 2.092 1.379 0.309 -0.047 0.003 0.008
C 2.901 2.040 -0.623 0.021 -0.002 -0.016
C 4.139 1.561 -0.992 -0.014 0.006 -0.022
C 4.589 0.372 -0.393 -0.007 -0.014 0.021
C 3.839 -0.284 0.550 0.034 0.010 -0.020
C 2.556 0.191 0.970 -0.003 0.016 0.020
O 1.917 -0.411 1.888 -0.015 -0.024 -0.010
H 1.614 -2.799 6.027 -0.004 0.000 -0.001
H 2.934 -1.907 7.908 -0.002 0.000 0.001
H 3.011 0.548 8.348 -0.002 -0.002 -0.001
H 1.726 2.062 6.873 -0.003 -0.001 -0.002
H 0.376 2.527 5.161 -0.007 0.002 -0.003
H -2.179 2.541 3.614 -0.007 -0.008 0.000
H -0.590 3.315 3.428 -0.015 0.011 0.003
H -2.157 1.616 1.459 0.024 0.035 0.009
H -1.296 3.153 1.175 0.002 0.010 0.000
H 0.647 2.989 0.255 -0.001 0.004 -0.001
H 2.518 2.953 -1.072 0.000 -0.002 0.000
H 4.745 2.081 -1.724 0.000 0.000 0.001
H 5.554 -0.036 -0.677 0.001 -0.001 0.000
H 4.191 -1.196 1.015 -0.001 0.000 0.001
Se -2.904 -0.768 2.439 -0.053 -0.131 0.194
Se -3.687 -2.605 1.221 -0.019 0.056 -0.138
Te -1.854 -4.341 1.495 -0.058 -0.029 0.101
Se 0.156 -2.972 1.012 0.068 0.092 -0.040
F 1.907 1.240 -7.440 -0.004 -0.002 -0.010
C 1.461 0.789 -6.235 -0.001 -0.003 -0.004
C 2.224 1.022 -5.113 0.008 -0.002 0.003
C 1.754 0.554 -3.889 0.006 0.003 0.003
C 0.541 -0.126 -3.783 0.003 -0.017 -0.039
C -0.188 -0.346 -4.951 -0.003 0.030 0.002
C 0.261 0.108 -6.185 0.000 -0.005 -0.002
Sb -0.084 -0.746 -1.785 0.116 -0.100 0.002
C -1.218 -2.423 -2.499 -0.057 0.048 -0.024
C -0.649 -3.690 -2.394 -0.025 -0.019 -0.004
C -1.311 -4.816 -2.863 -0.001 -0.002 0.004
C -2.560 -4.653 -3.424 -0.003 0.003 0.003
F -3.220 -5.754 -3.879 -0.012 0.001 -0.008
C -3.173 -3.424 -3.527 0.014 0.016 0.005
C -2.487 -2.308 -3.058 -0.008 -0.041 -0.009
C -1.739 0.626 -1.786 0.051 0.121 -0.010
C -1.672 1.853 -2.446 -0.012 -0.029 0.050
C -2.689 2.791 -2.322 -0.016 0.008 0.004
C -3.773 2.480 -1.525 0.010 0.016 -0.024
F -4.771 3.398 -1.403 -0.001 0.010 0.000
C -3.877 1.285 -0.849 0.023 -0.037 -0.016
C -2.847 0.360 -0.984 -0.022 0.014 0.008
H 3.164 1.553 -5.197 -0.001 0.000 -0.001
H 2.355 0.727 -3.002 0.007 0.008 0.019
H -1.128 -0.884 -4.905 -0.004 -0.004 0.003
H -0.301 -0.059 -7.095 0.000 0.000 0.000
H 0.305 -3.812 -1.895 0.008 0.006 0.002
H -0.888 -5.807 -2.764 0.000 -0.001 -0.001
H -4.168 -3.348 -3.945 -0.001 -0.002 -0.003
H -2.968 -1.337 -3.114 0.001 -0.015 -0.015
H -0.817 2.091 -3.070 0.004 -0.007 -0.007
H -2.649 3.748 -2.828 -0.005 0.000 -0.002
H -4.722 1.083 -0.204 -0.002 -0.004 0.008
H -2.921 -0.574 -0.438 -0.001 -0.005 0.013
```
Positions in Å, forces in eV/Å.

Output
Spin multiplicity: 6
Energy relative to the best compared isomer or geometry (same formula, charge and spin): 0.0 kcal/mol
Kohn-Sham gap (spin up / spin down): 5.29 / 5.31 eV
⟨S²⟩: 8.755
LUMO (spin up / spin down): 4.156 / 4.155 eV
Total charge: -2

=====

Look up the energy relative to the best compared isomer or geometry (same formula, charge and spin) of the first one. 0.0 kcal/mol